Record 1
C3H11O3 | ωB97M-V with the def2-TZVPD basis set

Output
Charge   -1
Frontier orbital gap   8.102 eV
E_HOMO   -4.04 eV
Maximum force   1.643 eV Å⁻¹

XYZ file:
```
17
Properties=species:S:1:pos:R:3:nbo_charge:R:1
C -1.3113 0.1447 -0.3106 -0.0236
O -1.5192 -0.5534 0.8364 -0.8512
C -0.5047 1.4625 0.0886 -0.4304
C 0.1977 2.3864 -0.9437 -0.6168
H -2.2482 0.5608 -0.7468 0.0994
H -0.8726 -0.5248 -1.0391 0.1423
H 0.3048 1.1030 0.7593 0.1923
H -1.2207 1.9762 0.7327 0.1858
H 1.0466 2.9395 -0.4704 0.1908
H -0.4651 3.1438 -1.3750 0.1818
H 0.6146 1.8154 -1.7731 0.2004
H 1.2266 -2.7972 0.2046 0.5229
H 2.8391 -3.1782 0.2238 0.4457
O 2.1069 -2.8315 -0.2749 -1.0356
H -0.8302 -1.5023 0.9423 0.4970
H 0.5730 -1.8302 1.8933 0.4349
O 0.0628 -2.3148 1.2527 -1.1357
```

Record 2
C3H11O3 | ωB97M-V with the def2-TZVPD basis set

Output
⟨S²⟩   0.755
2S+1   2
Frontier orbital gap (spin up / spin down)   11.684 / 7.777 eV
E_HOMO (spin up / spin down)   -11.00 / -10.96 eV
Maximum force   2.086 eV Å⁻¹

XYZ file:
```
17
Properties=species:S:1:pos:R:3:lowdin_spin:R:1
C -0.4847 -0.3560 0.5536 0.1125
O -0.5159 -0.4213 -0.7959 0.6754
C 0.8697 -0.0298 1.2211 0.0065
C 0.6780 0.1954 2.7112 0.0015
H -1.1601 0.4812 0.8844 0.0678
H -1.0253 -1.1743 1.1014 0.0381
H 1.6198 -0.8223 1.1277 0.0019
H 1.1833 0.8223 0.6278 0.0002
H 1.6797 0.0446 3.1347 -0.0001
H 0.4376 1.2358 2.9586 0.0005
H 0.0564 -0.5029 3.2734 0.0002
H 2.1602 -0.4421 -1.7833 -0.0001
H 0.7228 -0.7643 -1.8881 -0.0006
O 1.5807 -1.0852 -2.2458 0.0151
H -1.5606 0.6293 -0.9508 0.0099
H -1.5763 2.0441 -1.4948 -0.0008
O -2.1947 1.3868 -1.1396 0.0721
```

Record 3
C3H11O4 | ωB97M-V with the def2-TZVPD basis set

Output
Charge   -1
Frontier orbital gap   7.772 eV
E_HOMO   -4.37 eV
Maximum force   5.684 eV Å⁻¹

XYZ file:
```
18
Properties=species:S:1:pos:R:3:nbo_charge:R:1
C 0.0107 0.0710 0.9322 -0.0343
O 0.1440 -1.2921 0.7421 -0.7925
C -0.7967 0.8235 -0.1858 -0.4835
C -2.2539 1.0003 0.1104 -0.1577
O -2.2872 1.9202 1.5356 -0.7337
H 0.9816 0.5821 0.8522 0.1426
H -0.5229 0.2274 1.8694 0.1684
H -0.3837 1.8354 -0.1745 0.1998
H -0.4525 0.2412 -1.0445 0.2541
H -2.7533 0.0726 0.3884 0.2028
H -2.8613 1.3055 -0.7530 0.1979
H -2.6647 2.1089 0.7078 0.4256
H 0.6514 -1.5458 -0.1003 0.5212
H 1.7778 -3.0110 -1.1153 0.4251
O 1.5516 -2.1033 -1.3320 -1.2450
H 2.7906 -1.1759 -1.2739 0.5119
H 3.4882 -0.5140 -0.1008 0.4389
O 3.5803 -0.5461 -1.0581 -1.0415
```

Record 4
C3H11OPSi | ωB97M-V with the def2-TZVPD basis set

Output
SMILES   C[Si](C)(C)PO
Frontier orbital gap   9.159 eV
E_HOMO   -8.58 eV
Maximum force   2.732 eV Å⁻¹

XYZ file:
```
17
Properties=species:S:1:pos:R:3:nbo_charge:R:1
C -0.3716 1.2965 -1.1067 -1.0979
C -1.1091 -1.6845 -0.3434 -1.1180
C -0.7414 0.5062 1.9815 -1.0749
O 2.5287 0.6792 -0.4072 -1.0014
Si -0.1951 -0.1415 0.2245 1.2649
P 1.9023 -0.8178 -0.0596 0.3945
H 0.1473 2.3200 -0.9604 0.2513
H -0.0316 0.7690 -2.0736 0.2337
H -1.4174 1.6992 -1.1562 0.2291
H -0.6604 -2.4896 0.1444 0.2332
H -2.2135 -1.7516 -0.2568 0.2464
H -0.8642 -1.9631 -1.3849 0.2488
H -1.8430 0.5270 1.9286 0.2454
H -0.2818 -0.3311 2.6028 0.2332
H -0.2062 1.4184 2.3189 0.2496
H 3.3723 0.8688 0.0113 0.4877
H 1.9845 -0.9051 -1.4631 -0.0256
```

Record 5
C3H12AlN6O3 | ωB97M-V with the def2-TZVPD basis set

Output
Charge   +3
Frontier orbital gap   2.906 eV
E_HOMO   -19.69 eV
Maximum force   3.693 eV Å⁻¹

XYZ file:
```
25
Properties=species:S:1:pos:R:3:nbo_charge:R:1
Al 0.1014 0.0198 -0.2880 1.5079
C 3.0541 -2.7099 -0.3908 0.7384
O 2.0185 -2.0549 -0.7472 -0.5714
N 2.9958 -4.0245 -0.1166 -0.7024
N 4.2518 -2.2155 -0.7653 -0.6685
H 3.8412 -4.4871 0.1848 0.4387
H 2.0889 -4.3722 0.1600 0.4391
H 5.0815 -2.7622 -0.5713 0.4343
H 4.3661 -1.2424 -1.0031 0.4347
C -2.0082 -0.0043 3.1291 0.7583
O -1.3176 -0.4264 2.1877 -0.5764
N -1.7238 1.0935 3.8910 -0.7327
N -3.1258 -0.6396 3.5537 -0.7059
H -1.1986 1.8908 3.5677 0.4314
H -2.0935 1.0819 4.8294 0.4314
H -3.4365 -1.4031 2.9621 0.4400
H -3.6564 -0.2791 4.3337 0.4408
C -1.2774 2.4600 -2.7537 0.7599
O -1.5063 1.5907 -1.8629 -0.5838
N -1.9219 3.6428 -2.7901 -0.6995
N -0.3901 2.2257 -3.7296 -0.7511
H -2.1921 4.0856 -1.9226 0.4394
H -1.7089 4.2741 -3.5494 0.4350
H -0.0651 1.2938 -3.9234 0.4259
H -0.1773 2.9622 -4.3852 0.4363
```

Record 6
C3H12AlN6O3 | ωB97M-V with the def2-TZVPD basis set

Output
Charge   +3
Frontier orbital gap   2.682 eV
E_HOMO   -19.71 eV
Maximum force   3.099 eV Å⁻¹

XYZ file:
```
25
Properties=species:S:1:pos:R:3:nbo_charge:R:1
Al -0.0663 1.6710 0.9600 1.3100
C 0.2638 -2.3950 0.4287 0.7544
O 0.0122 -1.2572 0.8563 -0.5766
N 0.5882 -3.4345 1.2633 -0.7079
N 0.3260 -2.7065 -0.9017 -0.7147
H 0.7135 -4.3206 0.7969 0.4189
H 0.1548 -3.4813 2.1779 0.4408
H 0.4170 -3.6723 -1.1753 0.4350
H -0.0597 -2.0299 -1.5462 0.4290
C 2.9814 3.4075 -1.0969 0.7441
O 1.8193 3.2253 -0.6202 -0.5250
N 3.9647 3.8692 -0.2719 -0.6813
N 3.2941 3.2214 -2.3750 -0.7010
H 4.8754 4.1202 -0.6326 0.4330
H 3.7279 4.2409 0.6375 0.4400
H 2.8525 2.6822 -3.1025 0.4532
H 4.2309 3.5282 -2.6010 0.4239
C -3.3653 -0.5209 0.7478 0.7598
O -2.4306 0.1736 0.3244 -0.5409
N -3.4259 -1.8800 0.5838 -0.6364
N -4.4023 -0.0460 1.4859 -0.7097
H -4.3231 -2.3261 0.4247 0.4476
H -2.6270 -2.3135 0.1390 0.4181
H -4.4212 0.9442 1.6921 0.4437
H -5.1003 -0.7001 1.8052 0.4421
```

Question: Which formula does entry 5 have?
Answer: C3H12AlN6O3

Question: What is the formula in the fourth record?
Answer: C3H11OPSi

Question: What is the maximum force in the first record?
Answer: 1.643 eV Å⁻¹

Question: What is the maximum force in the sixth record?
Answer: 3.099 eV Å⁻¹